# 1
Entry from the Open Molecules 2025 dataset: a cluster of 6 separate species, C20H35F3NO11PS in total (ωB97M-V/def2-TZVPD).

Output
HOMO energy = -0.336 Ha
Orbital gap = 8.05 eV
LUMO level = -1.08 eV
Energy relative to the best compared isomer or geometry (same formula, charge and spin) = 324.51 kJ/mol
Largest force on an atom = 5.27 eV/Å

The geometry in ORCA input format:
```
! RIJCOSX wB97M-V def2-TZVPD def2/J DEFGRID3
* xyz 0 1
O 0.35587 -0.07693 1.46661
C -0.21713 -0.86544 0.68382
O -1.15688 -1.77688 1.23540
C 0.09145 -0.88853 -0.87877
C 1.62609 -1.19118 -1.17146
O 2.06468 -2.52742 -0.79239
P 3.09555 -2.52301 0.53656
O 2.37290 -2.37330 1.86352
O 4.28484 -1.27107 0.47227
N 3.84673 -0.26433 1.31956
C 4.79040 0.61522 1.44559
S 6.18181 1.45350 1.78174
O 4.01193 -3.98052 0.40880
C 3.72071 -4.85313 1.47369
F 4.22928 -4.41183 2.71457
F 4.43288 -6.04719 1.19944
F 2.37808 -5.23483 1.55478
H -0.61109 -2.56481 1.48265
H -0.55073 -1.66330 -1.41829
H -0.17390 0.13628 -1.32158
H 2.23365 -0.33804 -0.73269
H 1.75711 -1.12225 -2.31181
C -1.90733 2.08299 -4.24374
C -1.42413 0.66117 -4.32507
O -0.66101 0.20317 -3.49045
C -1.91806 -0.17515 -5.47533
H -1.47036 2.55919 -3.36473
H -1.59650 2.63555 -5.13338
H -2.99457 2.10113 -4.14725
H -1.60828 0.27392 -6.42120
H -3.00604 -0.25744 -5.43454
H -1.48836 -1.17648 -5.40583
C 6.52582 2.62059 -3.21534
C 6.13473 1.80238 -2.01310
O 5.69557 2.32681 -1.00784
C 6.30905 0.30894 -2.10508
H 6.34688 3.67717 -3.00734
H 7.58722 2.48096 -3.43115
H 5.92322 2.32638 -4.07722
H 7.36087 0.06691 -2.27163
H 5.69692 -0.08747 -2.91802
H 5.98808 -0.15175 -1.16881
C 1.43723 -3.05423 5.23587
C 0.00937 -2.86319 4.80000
O -0.38512 -3.28437 3.73119
C -0.91075 -2.12988 5.73915
H 1.98217 -3.59716 4.46120
H 1.91373 -2.08293 5.38338
H 1.46914 -3.63553 6.16015
H -0.53826 -1.11762 5.90901
H -0.98334 -2.66984 6.68567
H -1.90589 -2.06672 5.29472
C -1.13369 2.62787 0.37964
C -2.55840 2.82649 -0.05357
O -2.94490 2.40523 -1.12648
C -3.48003 3.55865 0.88374
H -0.59201 2.08560 -0.39737
H -0.65138 3.59582 0.53195
H -1.10496 2.04150 1.29989
H -3.10656 4.57041 1.05727
H -3.55710 3.01662 1.82809
H -4.47240 3.62397 0.43727
C -6.77006 1.86541 -0.75595
C -6.97608 1.74066 0.73073
O -6.40645 2.47789 1.51221
C -7.91532 0.66669 1.21212
H -6.06991 2.67800 -0.95797
H -6.35251 0.93768 -1.15243
H -7.72005 2.09183 -1.24498
H -7.54846 -0.31416 0.90255
H -8.91569 0.84011 0.81002
H -7.96675 0.69309 2.30224
*
```

Mulliken atomic charge list, values in e, 8 entries: atom 1 (O): -0.499, atom 2 (C): 0.361, atom 3 (O): -0.531, atom 4 (C): 0.445, atom 5 (C): -0.427, atom 6 (O): -0.361, atom 7 (P): 0.662, atom 8 (O): -0.226

# 2
Entry from the Open Molecules 2025 dataset: a structure of composition C20H35N2OS5SbSi2Tl (ωB97M-V/def2-TZVPD).

Output
HOMO energy = -0.161 Ha
Orbital gap = 6.17 eV
LUMO level = 1.79 eV
Energy relative to the best compared isomer or geometry (same formula, charge and spin) = 212.70 kJ/mol
Largest force on an atom = 1.41 eV/Å

The geometry in ORCA input format:
```
! RIJCOSX wB97M-V def2-TZVPD def2/J DEFGRID3
* xyz -1 1
Tl -0.43303 -1.14105 0.23842
N -0.27046 1.08325 1.80908
C -1.43313 1.79981 2.13664
C -1.41559 3.00966 2.78619
C -2.61166 3.65262 3.15040
C -3.81946 3.06904 2.89085
C -3.87965 1.84399 2.19127
C -5.09200 1.18043 1.89655
C -5.06347 0.02379 1.17605
C -3.82930 -0.44766 0.68757
N -2.68376 0.12334 0.96436
C -2.68125 1.22746 1.75811
H 0.57852 1.61269 1.94033
H -0.22513 0.22674 2.36674
H -0.46417 3.45557 3.05301
H -2.56357 4.59642 3.67827
H -4.74121 3.53339 3.22135
H -6.02464 1.59792 2.25813
H -5.96625 -0.52772 0.95423
H -3.78728 -1.32653 0.05295
S -3.55524 -4.71507 2.16601
Sb -1.55140 -4.03079 1.33707
S -1.99813 -2.87106 -0.81142
S -0.75952 -2.11805 2.62799
S 0.21263 -5.43596 1.00845
C 4.38998 -0.09622 0.41408
Si 3.05896 -1.19400 1.19122
C 2.50212 -0.16354 2.68767
C 3.81222 -2.76446 1.92859
C 1.78985 -1.80488 -0.05437
Si 2.19803 -2.10193 -1.88654
C 0.80409 -1.63821 -3.07896
C 2.58074 -3.94156 -2.05407
C 3.66265 -1.11118 -2.56343
H 4.99179 0.38534 1.18916
H 3.92729 0.68708 -0.19047
H 5.06648 -0.66038 -0.22835
H 3.30679 -0.14283 3.42666
H 1.62257 -0.58147 3.18239
H 2.31157 0.87322 2.39969
H 4.58237 -2.53937 2.67161
H 4.25275 -3.40375 1.15989
H 3.02611 -3.34476 2.41904
H 1.49973 -2.79540 0.32991
H -0.16262 -2.01314 -2.74427
H 0.97750 -2.04859 -4.07777
H 0.74932 -0.55073 -3.17027
H 1.74151 -4.54083 -1.69177
H 3.45789 -4.21347 -1.46090
H 2.77683 -4.21474 -3.09499
H 3.51403 -0.04206 -2.39881
H 3.74321 -1.27853 -3.64098
H 4.61098 -1.40329 -2.11129
O 0.94850 1.65205 -1.49041
S -0.48330 1.30915 -1.64763
C -0.90980 1.68916 -3.41074
C -1.76682 2.95035 -3.44892
C -1.41083 3.75904 -2.20348
C -1.43960 2.75813 -1.06401
H -1.39615 0.81278 -3.83790
H 0.06426 1.82724 -3.87811
H -2.82625 2.68668 -3.42056
H -1.58361 3.52093 -4.36057
H -2.10815 4.58099 -2.03567
H -0.40243 4.16877 -2.29729
H -2.45239 2.40535 -0.85045
H -0.97002 3.10081 -0.14552
*
```

Mulliken atomic charge list, values in e, 8 entries: atom 1 (Tl): 0.816, atom 2 (N): 0.243, atom 3 (C): -0.179, atom 4 (C): -0.125, atom 5 (C): -0.858, atom 6 (C): -0.816, atom 7 (C): 0.647, atom 8 (C): -0.665

# 3
Entry from the Open Molecules 2025 dataset: a structure of composition C20H35N4O3ReSSe (ωB97M-V/def2-TZVPD).

Output
HOMO energy (alpha / beta) = -0.124 / -0.125 Ha
Orbital gap (alpha / beta) = 5.92 / 5.95 eV
LUMO level (alpha / beta) = 2.56 / 2.56 eV
Energy relative to the best compared isomer or geometry (same formula, charge and spin) = 0.00 kJ/mol
Largest force on an atom = 0.31 eV/Å
⟨S²⟩ = 0.76

The geometry in ORCA input format:
```
! RIJCOSX wB97M-V def2-TZVPD def2/J DEFGRID3
* xyz -1 2
Re 0.06750 -0.31439 0.09252
O -2.95453 1.46250 -0.13907
C -3.37175 0.22809 0.39336
C -2.73579 -0.10697 1.72365
C -3.52643 -0.16825 2.86533
C -2.96764 -0.50531 4.08479
C -1.60934 -0.76287 4.13844
C -0.87259 -0.66823 2.97198
N -1.42063 -0.36245 1.78958
H -2.26851 1.29841 -0.81493
H -3.15754 -0.60010 -0.28687
H -4.45264 0.28462 0.54960
H -4.58145 0.05567 2.77907
H -3.58027 -0.55745 4.97661
H -1.10873 -1.02680 5.05977
H 0.19579 -0.84373 2.97451
C 1.86233 2.53190 2.26389
C 0.56977 2.50192 1.44337
C -0.63311 2.76803 2.35421
C 0.62308 3.56623 0.34444
N 0.48243 1.22204 0.79509
H 1.98963 3.50494 2.74699
H 2.72073 2.33995 1.61882
H 1.83867 1.75649 3.03168
H -0.57317 3.77867 2.76790
H -0.64985 2.06116 3.18665
H -1.56304 2.66071 1.79467
H 0.73610 4.56393 0.77848
H -0.29663 3.53533 -0.24032
H 1.45945 3.37000 -0.32788
Se -1.00690 -2.41930 -0.46744
C 3.34606 -4.15210 2.75188
S 2.13850 -2.89316 2.28244
C 0.74603 -4.01439 2.14926
O 1.91393 -2.08788 3.52306
H 3.48876 -4.84260 1.92030
H 2.99530 -4.67581 3.64141
H 4.27942 -3.63555 2.96791
H 0.96135 -4.76906 1.39261
H -0.10603 -3.42628 1.80753
H 0.57788 -4.46143 3.13025
C 2.81403 -2.21759 -1.63231
C 1.73783 -1.34540 -2.26545
C 2.23771 -0.66179 -3.53147
O 1.33069 -0.35142 -1.36761
H 3.15615 -2.98959 -2.32861
H 2.40575 -2.69550 -0.74141
H 3.66688 -1.59859 -1.34001
H 0.88470 -1.99186 -2.51018
H 3.10884 -0.04246 -3.30237
H 1.45979 -0.01585 -3.94283
H 2.52232 -1.39804 -4.28893
N -1.74536 -0.66223 -3.46127
C -1.42259 0.62564 -3.78490
C -0.97853 0.96787 -5.07755
C -0.69647 2.28363 -5.35816
C -0.85679 3.24740 -4.36459
C -1.30044 2.81388 -3.12925
N -1.58414 1.54863 -2.83451
H -1.34907 -1.37284 -4.05538
H -1.66549 -0.91135 -2.47052
H -0.85556 0.19378 -5.82485
H -0.34669 2.56287 -6.34517
H -0.63830 4.29152 -4.53872
H -1.44141 3.52280 -2.31947
*
```

Mulliken atomic charge list, values in e, 8 entries: atom 1 (Re): 0.457, atom 2 (O): -0.501, atom 3 (C): -0.866, atom 4 (C): 0.949, atom 5 (C): -0.833, atom 6 (C): -0.550, atom 7 (C): -0.817, atom 8 (C): -0.366

Number 1: electronic energy -73594.5121 eV. Number 2: electronic energy -107503.3947 eV. Number 3: electronic energy -111723.8669 eV.